Density functional theory data (wB97M-V/def2-TZVPD) for a 2-piece molecular cluster, C3H5F2N overall.

```
11
Properties=species:S:1:pos:R:3:lowdin_charge:R:1
C 0.32 0.27 -0.79 -0.080
C -0.61 -1.03 1.06 -0.100
C 0.17 0.21 0.71 -0.225
N 0.48 2.15 -1.76 0.009
F 0.49 -0.78 -1.52 0.117
F 0.52 1.80 -3.04 -0.219
H -0.36 -1.97 0.50 0.084
H -1.75 -0.98 0.78 0.124
H -0.39 -1.16 2.09 0.056
H 1.26 0.31 1.02 0.159
H -0.12 1.16 0.95 0.074
```

E_HOMO (alpha / beta) ... -7.74 / -7.91 eV
E_LUMO (alpha / beta) ... -0.57 / -0.48 eV


Density functional theory data (wB97M-V/def2-TZVPD) for a 2-piece molecular cluster, C5H13NO overall.

```
20
Properties=species:S:1:pos:R:3:lowdin_charge:R:1
C 0.12 -1.70 2.23 -0.110
C 0.29 -1.03 0.86 -0.229
C -1.03 -0.31 0.38 -0.155
C -0.71 0.90 -0.44 -0.464
C -1.14 1.01 -1.70 -0.001
N 0.11 1.85 0.12 0.099
H -0.01 -2.77 2.15 0.063
H -0.79 -1.32 2.71 0.064
H 0.94 -1.60 2.91 0.063
H 1.12 -0.33 0.88 0.095
H 0.42 -1.78 0.09 0.097
H -1.56 -0.99 -0.28 0.109
H -1.66 -0.05 1.24 0.111
H -1.91 0.43 -2.18 0.044
H -0.89 1.82 -2.38 0.046
H 0.27 1.86 1.11 0.093
H 0.49 2.62 -0.41 0.100
H 1.64 -0.14 -2.08 0.017
H 1.93 1.13 -2.86 0.036
O 2.38 0.42 -2.35 -0.078
```

Structure (SMILES) ... C=C(N)CCC.O
E_HOMO ... -8.09 eV
E_LUMO ... 0.92 eV


Density functional theory data (wB97M-V/def2-TZVPD) for a 2-piece molecular cluster, C3H3IO2 overall.

```
9
Properties=species:S:1:pos:R:3:lowdin_charge:R:1
C 0.91 -1.41 0.40 -0.029
C 1.42 -0.32 0.32 -0.010
C -0.99 0.39 -0.61 -0.600
O 0.18 2.14 0.17 -0.172
O -0.86 1.39 0.23 -0.298
I -2.69 -0.70 -0.01 0.902
H 0.79 -2.47 0.75 0.064
H -0.22 0.22 -1.45 0.122
H 1.46 0.75 0.20 0.021
```

E_HOMO (alpha / beta) ... -9.31 / -9.31 eV
E_LUMO (alpha / beta) ... -0.56 / -0.55 eV


Density functional theory data (wB97M-V/def2-TZVPD) for a 2-piece molecular cluster, C8H21NOP overall.

```
32
Properties=species:S:1:pos:R:3:lowdin_charge:R:1
C -1.09 2.41 -0.91 -0.323
P -1.90 4.14 -1.00 0.365
O -3.07 3.58 0.40 -0.274
C -4.09 2.95 0.02 -0.594
N -4.92 2.25 -0.41 0.059
H -1.80 1.58 -1.06 0.016
H -0.73 2.30 0.12 0.011
H -0.27 2.33 -1.62 0.006
H -2.89 3.68 -1.97 -0.042
H -2.55 5.44 -0.96 -0.068
H -0.95 4.63 -0.01 -0.051
H -1.05 4.56 -2.11 -0.070
C 1.48 -0.43 -1.39 -0.114
C 0.42 -1.22 -0.63 -0.267
C 0.57 -1.13 0.89 -0.224
C 1.88 -1.70 1.44 -0.232
C 2.14 -3.17 1.09 -0.277
C 1.10 -4.12 1.65 -0.117
H 2.49 -0.81 -1.20 0.060
H 1.30 -0.49 -2.47 0.070
H 1.45 0.63 -1.11 0.061
H 0.44 -2.26 -0.96 0.095
H -0.56 -0.83 -0.90 0.099
H -0.28 -1.64 1.35 0.102
H 0.49 -0.08 1.19 0.108
H 1.87 -1.59 2.53 0.107
H 2.72 -1.10 1.09 0.099
H 3.12 -3.44 1.49 0.099
H 2.21 -3.29 0.01 0.096
H 1.04 -4.04 2.74 0.072
H 1.35 -5.16 1.41 0.064
H 0.11 -3.92 1.24 0.065
```

Total charge ... -1
E_HOMO ... -3.89 eV
E_LUMO ... 2.90 eV


Density functional theory data (wB97M-V/def2-TZVPD) for one molecule with the formula C23H28N2O.

```
54
Properties=species:S:1:pos:R:3:lowdin_charge:R:1
C -8.58 -0.64 -2.06 0.136
C -7.56 -0.62 -1.42 -0.105
C -6.36 -0.60 -0.67 -0.260
C -5.86 -1.78 -0.11 -0.024
C -4.69 -1.75 0.63 -0.034
C -4.00 -0.56 0.82 -0.222
C -4.50 0.61 0.27 -0.023
C -5.67 0.60 -0.47 -0.016
H -6.05 1.51 -0.91 0.117
H -3.96 1.53 0.42 0.116
C -2.74 -0.52 1.63 -0.161
N -1.73 0.30 0.99 -0.166
C -1.29 -0.22 -0.31 -0.141
C 0.14 -0.73 -0.29 -0.157
N 1.06 0.35 0.05 -0.161
C 2.41 -0.13 0.30 -0.176
H 3.00 0.71 0.66 0.125
C 3.08 -0.66 -0.98 -0.134
C 4.54 -0.86 -0.73 -0.244
C 5.44 0.19 -0.92 -0.043
C 6.78 0.02 -0.65 -0.085
C 7.26 -1.20 -0.20 -0.097
C 6.38 -2.25 -0.01 -0.088
C 5.03 -2.08 -0.27 -0.046
H 4.34 -2.91 -0.12 0.111
H 6.74 -3.20 0.35 0.101
H 8.31 -1.33 0.01 0.099
H 7.47 0.84 -0.81 0.102
H 5.07 1.14 -1.28 0.116
H 2.62 -1.61 -1.27 0.111
H 2.93 0.06 -1.78 0.120
H 2.43 -0.92 1.07 0.134
C 0.54 1.24 1.11 -0.283
C -0.62 0.59 1.87 -0.154
H -0.24 -0.32 2.38 0.126
H -0.97 1.27 2.65 0.129
C 0.11 2.60 0.53 -0.124
H -0.11 3.27 1.36 0.119
H -0.80 2.48 -0.06 0.110
C 1.19 3.23 -0.35 -0.269
O 1.33 2.57 -1.58 -0.084
H 1.31 1.62 -1.37 0.045
H 2.15 3.23 0.19 0.113
H 0.93 4.26 -0.58 0.115
H 1.35 1.42 1.83 0.147
H 0.40 -1.10 -1.28 0.123
H 0.23 -1.57 0.42 0.128
H -1.96 -1.02 -0.62 0.126
H -1.37 0.59 -1.05 0.122
H -2.95 -0.06 2.60 0.133
H -2.38 -1.55 1.83 0.128
H -4.31 -2.67 1.05 0.111
H -6.39 -2.70 -0.26 0.116
H -9.46 -0.65 -2.61 0.017
```

Structure (SMILES) ... C#Cc1ccc(CN2CCN(CCc3ccccc3)[C@@H](CCO)C2)cc1
E_HOMO ... -8.56 eV
E_LUMO ... 0.69 eV


Density functional theory data (wB97M-V/def2-TZVPD) for a 2-piece molecular cluster, C4H4I2 overall.

```
10
Properties=species:S:1:pos:R:3:lowdin_charge:R:1
C 0.81 -2.10 0.78 -0.206
C -0.88 2.06 -0.94 -0.189
C 1.19 -0.97 0.32 -0.732
C -1.26 1.20 -0.03 -0.666
I 2.78 0.34 0.21 0.778
I -2.71 -0.29 0.21 0.756
H 1.43 -2.88 1.36 0.086
H -0.33 -2.38 0.67 0.045
H -1.20 2.50 -1.90 0.056
H 0.19 2.51 -0.68 0.072
```

E_HOMO (alpha / beta) ... -8.32 / -8.62 eV
E_LUMO (alpha / beta) ... -0.91 / -0.64 eV


Density functional theory data (wB97M-V/def2-TZVPD) for an isolated ion of composition C6H13N and charge -1.

```
20
Properties=species:S:1:pos:R:3:lowdin_charge:R:1
C -2.64 -0.41 -0.91 -0.157
C -2.41 0.09 0.50 -0.345
C -0.98 -0.06 1.06 -0.345
C 0.07 0.38 0.00 -0.220
C 1.14 -0.59 -0.42 -0.355
N 2.49 -0.47 0.27 -0.180
C 3.26 0.73 -0.19 -0.180
H -1.92 -0.06 -1.64 0.048
H -3.61 -0.07 -1.27 0.051
H -2.54 -1.50 -0.84 0.066
H -2.54 1.20 0.46 0.089
H -3.23 -0.16 1.18 0.078
H -0.86 0.56 1.97 0.068
H -0.81 -1.12 1.37 0.071
H 1.21 0.43 -0.98 0.035
H 1.05 -1.49 -1.02 0.062
H 2.26 -0.54 1.25 0.056
H 3.21 0.80 -1.28 0.062
H 2.61 1.53 0.21 0.043
H 4.26 0.76 0.28 0.052
```

Total charge ... -1
E_HOMO (alpha / beta) ... -1.49 / -1.05 eV
<S²> ... 0.7573
Spin multiplicity ... 2
E_LUMO (alpha / beta) ... 4.38 / 4.35 eV


Density functional theory data (wB97M-V/def2-TZVPD) for C5H11Br4Na3O as an isolated structure.

```
24
Properties=species:S:1:pos:R:3:lowdin_charge:R:1
Na 0.35 -0.99 3.53 0.594
Na 3.86 1.21 2.93 0.843
Na 3.36 -2.40 2.73 0.815
C 1.63 0.30 0.77 -0.260
O 2.23 -0.45 1.83 -0.520
H 0.55 0.16 0.67 0.022
H 1.80 1.37 0.94 0.071
H 2.10 0.02 -0.17 0.063
Br -0.22 0.64 -2.58 0.659
C 0.01 -1.20 -3.11 -0.677
C 0.45 -2.11 -1.98 -0.638
Br -0.94 -2.32 -0.60 0.635
H 0.74 -1.28 -3.91 0.074
H -0.93 -1.57 -3.51 0.064
H 1.30 -1.70 -1.45 0.028
H 0.62 -3.11 -2.36 0.065
Br -2.29 0.06 2.50 0.705
C -2.32 0.98 0.79 -0.699
C -1.95 2.44 0.84 -0.681
Br -1.87 3.11 -0.97 0.681
H -3.18 0.66 0.20 0.081
H -1.55 0.50 0.17 -0.044
H -1.02 2.66 1.35 0.052
H -2.72 3.00 1.38 0.066
```

Total charge ... +2
E_HOMO ... -14.26 eV
E_LUMO ... -8.23 eV


Density functional theory data (wB97M-V/def2-TZVPD) for an isolated ion of composition C7H14 and charge -1.

```
21
Properties=species:S:1:pos:R:3:lowdin_charge:R:1
C -0.27 -0.25 -2.59 -0.152
C -0.27 0.98 -1.69 -0.336
C 0.99 1.11 -0.85 -0.262
C 1.33 -0.07 0.08 -0.256
C -1.55 -0.65 2.65 -0.368
C -0.21 -0.49 2.01 -0.312
C 0.12 -0.70 0.74 -0.198
H 0.62 -0.22 -3.23 0.066
H -1.11 -0.27 -3.26 0.049
H -0.30 -1.16 -1.99 0.050
H -1.13 0.96 -1.01 0.077
H -0.42 1.90 -2.27 0.083
H 1.82 1.25 -1.56 0.091
H 0.93 2.01 -0.23 0.083
H 1.90 0.32 0.93 0.084
H 1.95 -0.82 -0.42 0.093
H -1.50 -0.89 3.72 0.016
H -2.04 0.34 2.62 0.017
H -2.19 -1.35 2.12 0.033
H 0.43 0.17 2.60 0.062
H -0.49 -1.36 0.13 0.080
```

Total charge ... -1
E_HOMO (alpha / beta) ... 1.49 / -5.28 eV
<S²> ... 0.7505
Spin multiplicity ... 2
E_LUMO (alpha / beta) ... 4.00 / 3.87 eV


Density functional theory data (wB97M-V/def2-TZVPD) for C17H14ClNNiO3S as an isolated structure.

```
38
Properties=species:S:1:pos:R:3:lowdin_charge:R:1
C 0.96 -1.60 0.24 -0.229
C 0.98 -1.47 -1.19 -0.260
C -0.35 -1.68 -1.65 -0.247
H 1.85 -1.23 -1.77 0.045
C -1.20 -1.83 -0.54 -0.221
C -0.38 -1.87 0.63 -0.224
H -0.74 -1.97 1.64 0.047
H 1.78 -1.39 0.90 0.042
H -0.73 -1.56 -2.67 0.044
H -2.27 -1.98 -0.60 0.046
Ni -0.13 1.41 -1.45 0.328
Cl 1.80 1.51 -0.36 -0.002
C 0.09 2.31 -3.12 -0.291
C -1.13 1.69 -3.65 -0.190
C -0.82 0.37 -4.02 -0.151
H -2.02 2.20 -4.02 0.081
C 0.54 0.11 -3.68 -0.170
C 1.13 1.29 -3.16 -0.279
H 2.17 1.43 -2.99 0.055
H 0.20 3.38 -2.94 0.092
H -1.50 -0.27 -4.59 0.091
H 1.07 -0.81 -3.89 0.094
O -1.13 0.29 1.93 0.027
C -1.86 1.03 1.25 -0.487
N -1.71 1.26 -0.11 -0.184
S -3.13 1.51 -0.92 0.947
O -3.78 2.84 -0.03 -0.242
O -2.90 2.24 -2.16 -0.477
C -3.76 2.72 1.31 -0.293
C -4.74 3.47 2.00 -0.027
C -5.04 3.10 3.31 -0.114
C -4.27 2.11 3.95 -0.116
C -3.33 1.40 3.23 -0.028
C -3.01 1.70 1.90 -0.104
H -5.27 4.27 1.47 0.109
H -5.80 3.66 3.86 0.086
H -4.53 1.79 4.96 0.084
H -2.75 0.58 3.68 0.117
```

Total charge ... -2
E_HOMO (alpha / beta) ... 0.46 / 0.47 eV
<S²> ... 2.0263
Spin multiplicity ... 3
E_LUMO (alpha / beta) ... 4.74 / 4.74 eV


Density functional theory data (wB97M-V/def2-TZVPD) for C18H11F6MgN4O10S2 as an isolated structure.

```
52
Properties=species:S:1:pos:R:3:lowdin_charge:R:1
Mg 0.45 0.16 1.61 0.560
O 2.84 -2.69 0.26 0.064
C 1.93 -1.93 0.57 -0.582
O 1.87 -1.12 1.56 -0.073
C 0.70 -1.90 -0.34 -0.160
C 0.42 -2.99 -1.21 0.020
C -0.72 -2.95 -1.94 -0.001
C -1.57 -1.81 -1.88 -0.160
C -2.75 -1.69 -2.64 -0.046
C -3.51 -0.56 -2.57 -0.091
C -3.12 0.51 -1.72 -0.073
C -1.98 0.41 -0.97 -0.005
C -1.20 -0.76 -1.02 -0.197
N -0.07 -0.85 -0.23 0.124
H 1.11 -3.82 -1.23 0.121
H -0.99 -3.77 -2.59 0.115
H -3.04 -2.50 -3.30 0.108
H -4.41 -0.47 -3.16 0.097
H -3.72 1.41 -1.68 0.101
H -1.65 1.22 -0.34 0.116
C 0.65 0.73 -4.36 0.000
C 1.32 1.48 -3.25 -0.355
N 0.99 1.40 -1.99 0.190
C 1.84 2.25 -1.32 -0.103
C 2.70 2.85 -2.22 -0.086
N 2.34 2.34 -3.44 0.157
C 3.80 3.86 -2.23 -0.496
O 4.16 4.38 -1.08 0.128
O 4.30 4.17 -3.29 0.068
C 1.78 2.43 0.16 -0.533
O 2.63 3.15 0.71 0.039
O 0.87 1.81 0.78 -0.049
H 0.09 -0.10 -3.94 0.069
H 1.38 0.33 -5.07 0.076
H -0.04 1.37 -4.91 0.078
H 2.81 2.61 -4.28 0.161
H 3.57 4.00 -0.34 0.083
F -2.99 -1.60 4.43 0.145
C -2.34 -2.55 3.77 -0.688
F -2.06 -3.55 4.61 0.153
F -3.11 -3.01 2.79 0.149
S -0.79 -1.92 3.04 0.660
O -1.24 -0.74 2.27 -0.315
O -0.30 -3.07 2.35 -0.210
N 0.07 -1.49 4.29 -0.253
S 0.43 0.03 4.62 0.674
O 0.80 0.83 3.45 -0.292
O 1.26 0.12 5.77 -0.235
C -1.11 0.84 5.24 -0.681
F -2.03 1.04 4.30 0.148
F -1.64 0.10 6.21 0.139
F -0.75 2.02 5.74 0.143
```

Total charge ... -1
E_HOMO ... -6.69 eV
E_LUMO ... 2.15 eV


Density functional theory data (wB97M-V/def2-TZVPD) for one molecule with the formula C5H6NOP.

```
14
Properties=species:S:1:pos:R:3:lowdin_charge:R:1
C 2.00 -0.65 0.35 -0.041
C 1.36 0.53 0.52 -0.073
C 0.99 -1.53 -0.31 -0.077
C 0.06 0.36 0.02 -0.293
C -1.06 1.39 -0.22 -0.156
N -0.14 -0.86 -0.49 -0.003
O -2.37 0.83 -0.12 -0.572
P -3.03 -0.58 0.04 0.764
H 3.03 -0.88 0.62 0.097
H 1.65 1.52 1.06 0.142
H 1.17 -2.58 -0.59 0.118
H -0.88 2.23 0.57 0.155
H -0.82 1.68 -1.19 0.107
H -1.96 -1.46 -0.24 -0.170
```

E_HOMO (alpha / beta) ... -8.62 / -7.00 eV
E_LUMO (alpha / beta) ... 0.18 / -2.03 eV


How do the records compare in energy above the lowest of the compared OMol25 structures with the same formula, charge and spin? In the order shown, they have 176.5, 30.7, 170.7, 12.4, 59.0, 115.5, 104.3, 7.7, 0.0, 5.4, 33.2, 67.6 kcal per mole.
How do the records compare in electronic energy? In the order shown, they have -371.487140, -328.269906, -563.996795, -788.712611, -1077.899319, -749.958547, -290.938154, -11054.815458, -275.027782, -3303.272898, -3260.010282, -665.328472 hartree.